Entry from the OMol25 dataset: a 4-piece molecular cluster, C49H41NO6P overall (ωB97M-V/def2-TZVPD).

For the HOMO-LUMO gap, the calculation gives 6.99 eV. The calculation puts the LUMO energy at -3.73 eV. For the HOMO energy, the calculation gives -10.7 eV. The calculation puts the calculated total energy at -74538.2430 eV. Its net charge is +1.

Atoms and positions in Å:
P: 0.83841 1.98299 5.98167
O: 2.16490 -2.01597 1.73652
O: -4.86963 1.31262 -0.30920
O: -4.99539 -1.17830 -9.51201
O: 0.31689 1.66826 -1.65377
O: -4.83075 3.40428 -6.71570
O: 6.95938 -4.24667 2.65269
N: 4.68150 -0.43253 6.96279
C: -6.10359 1.10225 -10.69854
C: -6.63527 3.43848 -10.49123
C: -3.59750 1.16160 -5.59961
C: 5.13529 -5.71196 1.09978
C: 6.46336 -1.72784 3.74797
C: 5.87558 -3.76134 2.42946
C: -2.70648 0.38394 -0.14588
C: 2.22298 -0.49641 6.58256
C: 2.64067 -4.57134 0.62506
C: 4.29060 -1.82580 2.70664
C: 3.41896 -1.22127 7.16825
C: 5.52626 -2.40701 2.97795
C: -2.23072 -1.57975 1.15166
C: 2.94202 -5.82308 0.11593
C: -4.22779 1.12469 -6.83585
C: 3.24407 -2.54060 1.90411
C: -3.07613 -1.17730 -5.79560
C: 3.99347 -0.56199 3.19567
C: 3.41232 1.74042 6.96905
C: -3.01974 0.01524 -5.08258
C: -4.13143 3.34459 -2.09267
C: -5.48637 2.31389 -8.70755
C: -3.13738 -0.64339 0.68527
C: -3.21652 2.44170 -1.56559
C: -3.70268 4.34245 -2.95144
C: 4.18849 -6.39129 0.35121
C: 4.83982 -4.45701 1.61546
C: 4.93219 0.12027 3.95531
C: -4.84878 2.37779 -7.36047
C: -6.65921 2.25642 -11.22292
C: 3.58621 -3.88233 1.37413
C: -6.05050 3.46793 -9.23717
C: 2.08078 0.97735 6.98458
C: -0.68484 1.09522 6.45971
C: -5.51651 1.12527 -9.43962
C: -1.36090 0.47080 -0.50494
C: -4.27726 -0.06895 -7.55584
C: -1.86442 2.54444 -1.90271
C: -2.35621 4.44966 -3.28065
C: -4.93632 -0.13833 -8.89494
C: 4.62108 0.97875 7.48719
C: -1.43911 3.55427 -2.75768
C: -0.45725 -0.47591 -0.03788
C: -0.89033 -1.49896 0.78692
C: -3.70263 -1.21949 -7.02944
C: -0.86020 1.57437 -1.38024
C: 1.19364 1.25354 4.34837
C: 6.16909 -0.46200 4.23288
C: -3.70801 1.37667 -0.64336
H: 0.61460 1.73607 3.56060
H: -3.75745 -2.13406 -7.60394
H: 2.24925 1.46076 4.14695
H: 5.44947 -0.91538 7.42497
H: -2.02579 5.22859 -3.95481
H: -3.56802 2.09737 -5.05620
H: 4.89882 -0.43335 5.95702
H: -5.17575 3.24381 -1.83085
H: -4.41971 5.03123 -3.37742
H: -2.52563 0.05070 -4.11945
H: -2.62773 -2.07404 -5.38824
H: 1.02520 0.17877 4.28407
H: -0.57223 0.01281 6.53928
H: 2.20551 -6.35806 -0.46829
H: 4.42163 -7.36740 -0.05232
H: -1.02020 1.49223 7.41950
H: 6.11006 -6.13799 1.29354
H: 3.04167 -0.11733 2.94051
H: 5.55102 1.45405 7.17588
H: -1.46299 1.30327 5.72411
H: 3.62842 2.12858 5.96804
H: -6.11552 0.17080 -11.24770
H: 0.58223 -0.39193 -0.32542
H: -7.11384 2.23734 -12.20459
H: 3.31084 2.62042 7.60648
H: -0.17540 -2.22165 1.15821
H: 2.24597 -0.62384 5.50095
H: 1.34490 -1.03885 6.93847
H: 1.67858 -4.11202 0.44278
H: 6.92622 0.08556 4.78415
H: 4.71453 1.13333 4.28274
H: 3.58442 -2.17337 6.66392
H: -2.56833 -2.37761 1.80087
H: -6.01921 4.37625 -8.65130
H: -7.07406 4.33794 -10.90253
H: 7.42203 -2.19536 3.92855
H: 3.33483 -1.40959 8.23909
H: -4.18493 -0.68820 0.95053
H: 1.66574 0.99568 8.00025
H: 4.63113 0.89599 8.57420
H: -0.38838 3.61514 -3.00629

---

Entry from the OMol25 dataset: C49H42BrGeN4O5V as an isolated structure (ωB97M-V/def2-TZVPD).

For the HOMO-LUMO gap (spin up / spin down), the calculation gives 4.48 / 4.64 eV. The calculation puts the LUMO energy (spin up / spin down) at -7.46 / -7.30 eV. The spin multiplicity is 3. For the HOMO energy (spin up / spin down), the calculation gives -11.9 / -11.9 eV. The calculation puts the calculated total energy at -219924.7592 eV. Its net charge is +2. Its expectation value of S² is 2.02.

Atoms and positions in Å:
Br: -0.91797 -2.25129 1.35493
Ge: 2.82116 0.54269 -3.56798
V: -1.83817 0.25108 1.78494
O: -4.29893 3.25358 0.33066
O: -1.07762 0.67147 6.16980
O: -0.32263 0.89718 0.71375
O: -4.04013 -4.20844 5.15501
O: -0.78109 2.35909 -0.91088
N: -3.31933 1.21636 0.51016
N: -3.40601 -1.19772 2.37439
N: -0.97762 -0.09665 4.09348
N: -2.48789 1.80240 3.07565
C: 3.27699 0.05178 -6.27897
C: 1.71752 0.08404 -8.16213
C: 5.79541 3.51979 -4.14582
C: -2.79949 -3.29835 3.32679
C: 3.52561 -1.16020 -2.89012
C: 2.99374 -0.11345 -7.62094
C: -0.33483 -1.11444 4.88070
C: -2.21635 1.99771 4.42769
C: 4.72125 2.62077 -4.36013
C: -3.63898 2.34157 1.11408
C: -3.79573 -2.41055 -1.91277
C: 3.29217 -2.32520 4.77974
C: -4.87587 -2.16271 4.01620
C: 4.17802 1.87450 -3.28712
C: -3.94407 -3.22114 4.17546
C: 4.73683 2.06338 -2.02114
C: 1.16856 -1.16802 4.62247
C: 1.31110 0.95082 -2.45961
C: -2.57049 3.11311 5.10485
C: 5.88033 2.88402 -1.77279
C: -3.25602 -1.14628 -1.64743
C: -0.76676 -0.76274 6.30341
C: 3.85211 -1.48018 3.76686
C: -3.66840 1.31379 -0.93272
C: -3.64250 3.93393 3.12912
C: 2.60987 -2.16168 -2.49115
C: 6.38084 3.57688 -2.83953
C: -4.08725 -0.01532 -1.59871
C: 0.00507 1.57495 -0.36838
C: 2.97282 -3.28017 -1.70655
C: -1.40252 0.85366 4.87969
C: -5.17410 -2.59891 -2.13710
C: -4.58030 -1.16971 3.06544
C: -3.32306 4.10025 4.46163
C: -4.56596 2.59417 -0.94925
C: -5.46870 -0.25320 -1.73021
C: 0.70034 0.38534 -7.27358
C: 1.78463 -0.22342 3.82461
C: 1.38745 1.11488 -0.91198
C: -2.57333 -2.24709 2.47940
C: 4.32262 -3.45070 -1.29524
C: 3.09050 -0.40710 3.36998
C: 5.25640 -2.55046 -1.74164
C: 1.97123 -2.18688 5.18697
C: 0.94015 0.60257 -5.91200
C: -3.31716 2.73428 2.48665
C: 2.23646 0.45608 -5.39467
C: -6.00045 -1.49644 -2.02851
C: 4.86096 -1.47224 -2.53965
H: 1.58470 -0.05519 -9.21648
H: 2.21560 -3.99032 -1.53375
H: 4.30124 2.54854 -5.33168
H: -0.71117 -2.07317 4.55210
H: -5.33624 -0.41493 2.82250
H: -4.37204 3.26070 -1.79383
H: -2.11879 3.22161 6.09746
H: -6.11609 0.56859 -1.70652
H: 1.17344 0.59992 3.47649
H: -7.05399 -1.61956 -2.08783
H: 1.59524 -2.09377 -2.83037
H: 4.65091 -4.25804 -0.67840
H: 3.90817 -3.11836 5.18562
H: -3.61623 4.98689 5.01630
H: 0.89375 1.83923 -2.94843
H: 2.13025 1.92832 -0.65620
H: -3.13268 -3.25555 -1.83779
H: -1.69857 -1.29971 6.51988
H: -2.21340 -4.18498 3.31585
H: 5.68073 -0.83806 -2.91946
H: 3.83039 -0.42565 -8.29779
H: 3.50355 0.33997 2.72539
H: -0.04463 -0.86642 7.09708
H: 6.15521 4.06255 -5.01641
H: -2.71617 1.49442 -1.46427
H: -4.73494 -4.01021 5.80522
H: 0.11530 0.92745 -5.24250
H: -5.64098 2.36160 -0.87743
H: 1.53286 -2.75027 6.04702
H: -4.07296 4.71097 2.54201
H: -0.27919 0.60314 -7.62959
H: -2.20535 -1.06099 -1.41054
H: 6.28964 -2.69531 -1.50233
H: 7.32208 4.14170 -2.75835
H: 4.30735 1.50404 -1.16497
H: -5.53799 -3.59448 -2.35031
H: 4.29010 -0.12908 -5.97996
H: 1.66767 0.21551 -0.33558
H: 4.84987 -1.60165 3.36731
H: -5.79122 -2.08893 4.58572
H: 0.59765 0.14907 -2.76942
H: 6.47647 2.85503 -0.89157

---

no.,strongest force on any atom (eV/A)
1,0.4
2,4.0